{"formula": "C44H35IN5O7S4Tl", "method": "ωB97M-V/def2-TZVPD", "e_above_lowest_kcal_mol": 6.4, "charge": -2, "total_energy_ev": -124117.1452, "homo_ev": -2.80, "elements": ["Tl", "C", "C", "N", "N", "C", "S", "S", "C", "C", "C", "C", "C", "C", "C", "C", "C", "C", "C", "C", "C", "O", "H", "H", "H", "H", "H", "H", "H", "H", "H", "H", "H", "H", "H", "H", "C", "C", "N", "C", "C", "C", "O", "C", "C", "N", "C", "C", "C", "C", "C", "C", "I", "C", "O", "H", "H", "H", "H", "H", "H", "H", "H", "H", "H", "H", "H", "O", "S", "O", "N", "C", "S", "C", "C", "C", "C", "C", "C", "H", "H", "H", "H", "O", "C", "O", "C", "C", "C", "C", "C", "C", "H", "H", "H", "H", "H"], "xyz": [[-0.336, 0.360, -0.539], [-3.314, 0.613, 1.640], [-2.220, 1.624, 1.490], [-1.012, 1.214, 1.744], [-0.116, 2.227, 2.051], [1.056, 2.234, 1.566], [1.803, 1.226, 0.351], [2.191, 3.455, 2.231], [1.130, 4.938, 2.264], [1.386, 5.879, 1.121], [1.088, 5.499, -0.187], [1.314, 6.377, -1.235], [1.851, 7.638, -1.000], [2.154, 8.020, 0.298], [1.919, 7.143, 1.351], [-2.509, 2.958, 1.002], [-3.649, 3.652, 1.419], [-4.007, 4.859, 0.863], [-3.239, 5.355, -0.200], [-2.158, 4.662, -0.684], [-1.731, 3.429, -0.108], [-0.724, 2.800, -0.594], [-3.704, 0.684, 2.662], [-4.112, 0.804, 0.928], [-2.908, -0.388, 1.500], [0.101, 4.575, 2.274], [1.319, 5.438, 3.215], [0.658, 4.519, -0.379], [1.064, 6.072, -2.245], [2.027, 8.318, -1.824], [2.572, 9.000, 0.496], [2.153, 7.444, 2.366], [-4.252, 3.223, 2.213], [-4.875, 5.399, 1.218], [-3.516, 6.295, -0.667], [-1.594, 5.030, -1.532], [-4.087, -2.208, -0.620], [-2.997, -2.665, -1.538], [-3.321, -3.412, -2.570], [-2.351, -3.822, -3.405], [-1.018, -3.560, -3.214], [-0.010, -4.113, -4.185], [0.663, -5.284, -3.704], [-0.639, -2.789, -2.089], [0.769, -2.586, -1.804], [1.200, -1.942, -0.785], [2.581, -1.874, -0.545], [3.520, -1.702, -1.561], [4.867, -1.570, -1.270], [5.298, -1.614, 0.047], [4.378, -1.795, 1.071], [3.031, -1.919, 0.778], [1.656, -2.142, 2.330], [-1.648, -2.275, -1.248], [-1.433, -1.509, -0.218], [-5.039, -2.596, -0.977], [-4.127, -1.119, -0.575], [-3.902, -2.556, 0.400], [-2.673, -4.403, -4.264], [0.711, -3.344, -4.482], [-0.531, -4.440, -5.085], [1.036, -5.082, -2.840], [1.488, -3.045, -2.492], [3.186, -1.651, -2.587], [5.559, -1.422, -2.089], [6.348, -1.497, 0.286], [4.704, -1.825, 2.103], [3.977, 0.350, -6.422], [3.876, -0.027, -5.036], [4.791, -1.044, -4.573], [2.330, -0.433, -4.642], [1.804, 0.435, -3.811], [0.178, 0.454, -3.317], [2.736, 1.534, -3.388], [2.493, 2.578, -2.509], [3.537, 3.454, -2.240], [4.778, 3.307, -2.856], [5.012, 2.272, -3.756], [3.971, 1.399, -3.991], [1.520, 2.676, -2.043], [3.386, 4.261, -1.534], [5.570, 4.011, -2.631], [5.970, 2.150, -4.244], [-4.172, 1.534, -1.264], [-3.441, 0.906, -2.029], [-2.242, 0.527, -1.832], [-4.016, 0.459, -3.369], [-3.293, -0.361, -4.226], [-3.849, -0.778, -5.427], [-5.130, -0.377, -5.781], [-5.856, 0.444, -4.926], [-5.300, 0.857, -3.724], [-2.295, -0.670, -3.942], [-3.278, -1.423, -6.085], [-5.564, -0.705, -6.718], [-6.858, 0.759, -5.196], [-5.841, 1.490, -3.033]], "forces_ev_per_angstrom": [[-0.4, 0.5, -0.5], [0.0, 0.0, 0.0], [-0.1, -0.1, -0.1], [0.2, 0.1, 0.1], [0.0, 0.0, 0.0], [0.0, -0.1, 0.0], [0.0, -0.2, 0.4], [0.0, 0.1, -0.1], [0.0, 0.0, 0.1], [0.0, 0.0, 0.0], [0.0, 0.0, 0.0], [0.0, 0.0, 0.0], [0.0, 0.0, 0.0], [0.0, 0.0, 0.0], [0.0, 0.0, 0.0], [0.0, 0.0, 0.0], [0.0, 0.0, 0.0], [0.0, 0.0, 0.0], [0.0, 0.0, 0.0], [0.0, 0.0, 0.0], [0.0, 0.0, 0.1], [0.1, 0.0, 0.0], [0.0, 0.0, 0.0], [0.0, 0.0, 0.0], [0.0, 0.0, 0.0], [0.0, 0.0, 0.0], [0.0, 0.0, 0.0], [0.0, 0.0, 0.0], [0.0, 0.0, 0.0], [0.0, 0.0, 0.0], [0.0, 0.0, 0.0], [0.0, 0.0, 0.0], [0.0, 0.0, 0.0], [0.0, 0.0, 0.0], [0.0, 0.0, 0.0], [0.0, 0.0, 0.0], [0.0, 0.0, 0.0], [-0.1, 0.0, 0.0], [0.0, 0.0, 0.1], [0.1, 0.0, 0.0], [0.0, 0.0, 0.0], [0.0, 0.0, 0.0], [0.0, 0.0, 0.0], [0.0, 0.1, 0.0], [-0.1, 0.1, 0.1], [0.1, -0.1, -0.1], [0.0, 0.0, 0.0], [0.0, 0.0, 0.0], [0.0, 0.0, 0.0], [0.0, 0.0, 0.0], [-0.1, 0.0, 0.0], [0.1, 0.0, 0.0], [0.0, 0.0, 0.0], [0.0, 0.0, -0.1], [0.0, -0.1, 0.1], [0.0, 0.0, 0.0], [0.0, 0.0, 0.0], [0.0, 0.0, 0.0], [0.0, 0.0, 0.0], [0.0, 0.0, 0.0], [0.0, 0.0, 0.0], [0.0, 0.0, 0.0], [0.0, -0.1, 0.0], [0.0, 0.0, -0.1], [0.0, 0.0, 0.0], [0.0, 0.0, 0.0], [0.0, 0.0, 0.0], [0.0, 0.0, 0.0], [0.0, 0.0, 0.1], [0.0, 0.0, 0.0], [0.0, 0.1, 0.0], [0.1, 0.2, 0.0], [-0.1, -0.3, 0.1], [0.0, 0.0, 0.1], [0.0, -0.1, -0.1], [0.1, 0.1, 0.0], [0.0, 0.0, 0.0], [0.0, 0.0, 0.0], [0.0, 0.0, 0.0], [0.0, 0.1, 0.0], [0.0, 0.0, 0.0], [0.0, 0.0, 0.0], [0.0, 0.0, 0.0], [0.0, 0.0, 0.0], [-0.1, 0.0, 0.0], [0.1, 0.0, 0.0], [0.0, 0.0, 0.0], [0.0, 0.0, 0.0], [0.0, 0.0, 0.0], [0.0, 0.0, 0.0], [0.0, 0.0, 0.0], [0.0, 0.0, 0.0], [0.0, 0.0, 0.0], [0.0, 0.0, 0.0], [0.0, 0.0, 0.0], [0.0, 0.0, 0.0], [0.0, 0.0, 0.0]], "lowdin_charge": [0.709, -0.017, -0.297, 0.006, -0.054, -1.050, 0.653, 0.867, -0.414, -0.281, -0.042, -0.084, -0.109, -0.109, -0.062, -0.128, -0.054, -0.123, -0.106, -0.019, -0.373, -0.190, 0.087, 0.069, 0.068, 0.076, 0.065, 0.093, 0.108, 0.091, 0.089, 0.101, 0.107, 0.079, 0.090, 0.105, -0.013, -0.258, 0.115, -0.124, -0.159, -0.208, -0.066, -0.093, -0.090, 0.019, -0.371, -0.017, -0.069, -0.097, -0.169, -0.682, 0.913, -0.307, -0.164, 0.076, 0.061, 0.082, 0.103, 0.115, 0.113, 0.067, 0.123, 0.084, 0.095, 0.094, 0.082, -0.316, 0.622, -0.324, -0.097, -0.773, 0.775, -0.224, -0.057, -0.057, -0.077, -0.050, -0.231, 0.064, 0.097, 0.097, 0.112, 0.029, -0.585, -0.175, -0.110, -0.029, -0.085, -0.117, -0.107, -0.032, 0.067, 0.097, 0.086, 0.087, 0.108]}